# C16H17ClN4O2

One molecule with the formula C16H17ClN4O2 (the ωB97M-V functional and the def2-TZVPD basis, OMol25).

Results
ΔE to the lowest compared entry with this formula, charge and spin (kJ/mol): 0.0
Molecular weight (g mol⁻¹): 332.79
Frontier orbital gap (eV): 9.097
SMILES string: O=C(COc1ccc(Cl)cc1)N1CCN(c2ncccn2)CC1

```
! RIJCOSX wB97M-V def2-TZVPD def2/J DEFGRID3
* xyz 0 1
O -0.60 2.13 -1.56
C -0.55 1.01 -1.10
N -0.10 0.75 0.14
C 0.10 -0.57 0.72
H -0.81 -0.91 1.23
H 0.34 -1.28 -0.07
C 1.27 -0.51 1.71
N 2.28 0.40 1.23
C 3.35 -0.05 0.54
N 4.15 0.86 -0.01
C 5.22 0.42 -0.64
C 5.53 -0.93 -0.73
C 4.63 -1.80 -0.13
N 3.55 -1.38 0.50
H 4.77 -2.87 -0.15
H 6.40 -1.29 -1.25
H 5.85 1.18 -1.09
C 1.87 1.78 1.14
H 2.38 2.23 0.29
C 0.35 1.85 0.97
H -0.17 1.80 1.94
H 0.06 2.78 0.47
H 2.17 2.32 2.05
H 1.72 -1.50 1.82
H 0.93 -0.16 2.69
C -1.01 -0.19 -1.94
O -1.81 -1.13 -1.26
C -3.04 -0.74 -0.82
C -3.58 0.53 -0.96
C -4.84 0.81 -0.47
C -5.57 -0.18 0.17
C -5.04 -1.45 0.33
C -3.78 -1.73 -0.17
H -3.35 -2.71 -0.07
H -5.61 -2.22 0.83
Cl -7.14 0.18 0.79
H -5.25 1.80 -0.58
H -3.03 1.32 -1.45
H -1.52 0.20 -2.83
H -0.13 -0.75 -2.27
*
```

# C45H40Br2N11O3SSiTi

C45H40Br2N11O3SSiTi as an isolated structure (the ωB97M-V functional and the def2-TZVPD basis, OMol25).

Results
ΔE to the lowest compared entry with this formula, charge and spin (kJ/mol): 100.5
Molecular weight (g mol⁻¹): 1050.72
Frontier orbital gap (spin up / spin down) (eV): 4.599 / 5.460

```
! RIJCOSX wB97M-V def2-TZVPD def2/J DEFGRID3
* xyz -2 2
Ti 0.24 -0.66 -0.04
C -4.70 3.69 0.98
C -3.18 3.61 0.93
N -2.71 2.88 -0.23
C -2.44 1.55 -0.27
S -2.81 0.53 1.03
N -1.93 1.18 -1.46
N -1.34 -0.01 -1.52
C -1.31 -0.57 -2.69
C -2.07 0.01 -3.85
C -0.53 -1.79 -2.81
C -0.51 -2.58 -3.96
C 0.13 -3.81 -3.92
C 0.72 -4.23 -2.74
C 0.72 -3.36 -1.67
N 0.16 -2.15 -1.72
H -5.03 4.26 1.85
H -5.12 2.69 1.03
H -5.09 4.19 0.09
H -2.80 3.11 1.82
H -2.73 4.60 0.89
H -2.33 3.39 -1.01
H -2.97 0.48 -3.47
H -2.33 -0.75 -4.58
H -1.47 0.78 -4.35
H -0.99 -2.24 -4.86
H 0.15 -4.43 -4.80
H 1.20 -5.19 -2.65
H 1.20 -3.62 -0.73
Br -5.56 7.14 3.10
C -3.69 6.85 3.38
C -2.80 7.89 3.19
C -1.46 7.69 3.43
C -0.95 6.43 3.85
C -1.89 5.39 4.00
C -3.24 5.60 3.79
N 0.37 6.37 4.18
N 0.98 5.21 4.32
C 0.78 4.15 3.47
C 0.95 2.87 3.98
C 0.83 1.72 3.20
C 0.56 1.80 1.85
O 0.45 0.67 1.11
C 0.49 3.08 1.23
N 0.40 3.13 -0.12
C 0.41 4.30 -0.71
C 0.51 5.52 -0.01
C 0.60 5.48 1.35
C 0.58 4.25 2.04
H -3.16 8.86 2.87
H -0.75 8.50 3.31
H -1.56 4.41 4.33
H -3.95 4.79 3.94
H 1.17 2.78 5.04
H 0.95 0.75 3.65
H 0.35 4.29 -1.79
H 0.55 6.45 -0.56
H 0.71 6.40 1.92
N 1.23 0.56 -1.47
C 1.50 1.18 -2.41
C 1.79 1.85 -3.59
C 1.42 1.22 -4.80
N 1.11 0.70 -5.79
C 2.43 3.11 -3.60
N 2.95 4.14 -3.64
C 1.97 -4.07 2.26
Si 2.03 -2.18 2.17
C 3.51 -1.46 3.09
C 0.58 -1.71 3.27
N 1.98 -1.66 0.48
C 3.08 -2.04 -0.31
C 4.14 -2.83 0.18
C 5.21 -3.23 -0.60
C 5.30 -2.87 -1.93
C 4.27 -2.11 -2.46
C 3.20 -1.71 -1.68
H 1.86 -4.36 3.31
H 2.82 -4.61 1.84
H 1.06 -4.41 1.75
H 3.52 -1.85 4.11
H 3.37 -0.38 3.14
H 4.49 -1.64 2.65
H -0.06 -2.58 3.39
H -0.04 -0.89 2.93
H 0.98 -1.45 4.26
H 4.14 -3.16 1.21
H 5.99 -3.83 -0.14
H 6.14 -3.18 -2.54
H 4.29 -1.81 -3.50
H 2.43 -1.14 -2.15
Br -4.76 -6.55 3.06
C -3.95 -4.82 2.98
C -4.14 -3.95 4.04
C -3.55 -2.69 3.97
C -2.77 -2.33 2.88
C -2.60 -3.23 1.83
C -3.21 -4.48 1.87
C -1.80 -2.86 0.61
O -2.04 -3.40 -0.45
O -0.85 -1.99 0.83
H -4.74 -4.24 4.89
H -3.70 -1.99 4.78
H -2.31 -1.36 2.82
H -3.09 -5.15 1.04
*
```

# C5H8O2

One molecule with the formula C5H8O2 (the ωB97M-V functional and the def2-TZVPD basis, OMol25).

Results
ΔE to the lowest compared entry with this formula, charge and spin (kJ/mol): 253.4
Molecular weight (g mol⁻¹): 100.12
Frontier orbital gap (eV): 11.124
SMILES string: C#C[C@](C)(O)CO

```
! RIJCOSX wB97M-V def2-TZVPD def2/J DEFGRID3
* xyz 0 1
C 1.10 1.17 -0.37
C -0.09 0.20 -0.42
O -0.76 0.33 -1.66
C 0.41 -1.29 -0.35
O -0.20 -2.11 0.61
C -1.02 0.39 0.71
C -1.74 0.32 1.67
H 1.75 0.98 -1.22
H 1.68 1.05 0.55
H 0.76 2.21 -0.42
H -1.13 1.22 -1.72
H 1.50 -1.29 -0.22
H 0.17 -1.73 -1.32
H -0.13 -1.68 1.47
H -2.40 0.20 2.51
*
```

# C4H11N2O2

A 2-piece molecular cluster, C4H11N2O2 overall at a distorted geometry (the ωB97M-V functional and the def2-TZVPD basis, OMol25).

Results
ΔE to the lowest compared entry with this formula, charge and spin (kJ/mol): 832.7
Molecular weight (g mol⁻¹): 119.14
Frontier orbital gap (eV): 4.363

```
! RIJCOSX wB97M-V def2-TZVPD def2/J DEFGRID3
* xyz 1 1
O -1.14 -1.53 1.04
C -1.18 -0.33 0.97
O -1.70 0.51 1.99
C -0.77 0.54 -0.25
C 0.55 -0.09 -0.74
C 1.69 0.13 0.20
N 1.68 -0.88 1.42
N -1.95 0.41 -1.14
H -2.02 0.14 2.83
H -0.55 1.59 0.15
H 0.71 0.58 -1.67
H 0.48 -1.05 -1.14
H 2.73 0.28 -0.36
H 1.66 1.21 0.64
H 2.69 -1.07 1.76
H -0.39 0.03 -3.12
H 1.30 -1.75 1.17
H -1.69 -0.02 -2.14
H -2.11 1.31 -1.61
*
```

# C62H61Cl8N9O18

A 13-piece molecular cluster, C62H61Cl8N9O18 overall at a distorted geometry (the ωB97M-V functional and the def2-TZVPD basis, OMol25).

Results
ΔE to the lowest compared entry with this formula, charge and spin (kJ/mol): 347.8
Molecular weight (g mol⁻¹): 1503.84
Frontier orbital gap (eV): 8.530

```
! RIJCOSX wB97M-V def2-TZVPD def2/J DEFGRID3
* xyz 0 1
Cl -0.13 6.92 2.27
C 0.11 5.24 1.87
C -1.11 4.56 1.08
Cl -2.55 4.21 2.13
H 0.21 4.75 2.84
H 1.06 4.98 1.41
H -0.77 3.66 0.57
H -1.45 5.25 0.30
Cl 3.92 1.55 3.50
C 4.81 0.31 4.49
C 4.50 -1.05 3.98
Cl 4.60 -2.38 5.12
H 4.52 0.43 5.54
H 5.82 0.69 4.36
H 5.01 -1.34 3.06
H 3.44 -1.11 3.73
Cl -4.62 0.88 -0.89
C -4.45 2.12 0.36
C -5.19 1.82 1.60
Cl -6.87 1.37 1.35
H -4.83 3.05 -0.07
H -3.37 2.25 0.45
H -5.15 2.70 2.25
H -4.73 0.99 2.13
Cl 4.71 1.78 -1.62
C 6.03 0.62 -1.86
C 6.38 -0.16 -0.53
Cl 4.87 -1.00 0.16
H 6.88 1.21 -2.18
H 5.66 -0.03 -2.65
H 6.74 0.63 0.13
H 7.13 -0.94 -0.69
C 0.14 -1.98 -2.21
C -0.32 -3.17 -2.73
C 0.55 -4.28 -2.73
C 1.84 -4.21 -2.27
C 2.30 -3.00 -1.78
C 1.48 -1.86 -1.79
N 2.72 -5.38 -2.21
O 3.90 -5.30 -1.87
O 2.24 -6.44 -2.56
H -0.57 -1.18 -2.07
H -1.27 -3.30 -3.24
H 0.15 -5.19 -3.15
H 3.33 -2.85 -1.47
H 1.81 -0.98 -1.26
C -1.67 -5.89 3.44
C -1.50 -4.50 3.57
C -0.68 -3.97 4.51
C -0.02 -4.77 5.42
C -0.21 -6.15 5.32
C -1.04 -6.76 4.34
N 0.88 -4.21 6.47
O 1.13 -3.04 6.35
O 1.30 -4.97 7.34
H -2.25 -6.28 2.62
H -1.98 -3.80 2.91
H -0.62 -2.90 4.50
H 0.36 -6.83 5.93
H -1.10 -7.84 4.25
C 0.93 1.76 5.62
C 0.00 0.70 5.46
C -1.33 0.92 5.24
C -1.87 2.20 5.19
C -1.00 3.33 5.34
C 0.41 3.04 5.53
N -3.34 2.39 5.05
O -3.87 3.48 5.32
O -4.06 1.44 4.63
H 1.98 1.54 5.67
H 0.28 -0.34 5.42
H -1.91 0.10 4.85
H -1.41 4.31 5.51
H 1.08 3.88 5.63
C 2.86 -4.59 2.84
C 3.52 -5.67 3.48
C 4.71 -6.11 2.97
C 5.37 -5.48 1.90
C 4.74 -4.45 1.27
C 3.45 -4.02 1.71
N 6.69 -5.93 1.39
O 6.99 -5.94 0.22
O 7.47 -6.34 2.29
H 1.87 -4.25 3.10
H 3.16 -6.11 4.40
H 5.26 -6.93 3.40
H 5.02 -3.99 0.33
H 2.92 -3.30 1.12
C -3.56 -2.46 -2.01
C -4.01 -3.65 -2.51
C -4.59 -4.65 -1.77
C -4.61 -4.58 -0.40
C -4.08 -3.39 0.13
C -3.64 -2.36 -0.66
N -5.24 -5.61 0.49
O -5.01 -5.62 1.67
O -5.87 -6.55 -0.03
H -3.30 -1.60 -2.60
H -3.95 -3.75 -3.59
H -5.07 -5.46 -2.30
H -4.14 -3.33 1.21
H -3.29 -1.44 -0.21
C 2.44 0.25 -5.36
C 2.29 -1.09 -5.73
C 1.07 -1.67 -5.88
C -0.15 -0.95 -5.52
C 0.07 0.34 -4.95
C 1.32 0.97 -4.87
N -1.51 -1.54 -5.74
O -2.42 -1.11 -5.05
O -1.58 -2.54 -6.44
H 3.46 0.60 -5.32
H 3.20 -1.51 -6.14
H 1.05 -2.61 -6.41
H -0.82 0.81 -4.56
H 1.47 1.99 -4.55
C -5.14 5.37 -6.11
C -4.86 6.13 -4.98
C -4.08 5.64 -3.91
C -3.62 4.34 -3.95
C -3.97 3.54 -5.09
C -4.64 4.10 -6.16
N -2.89 3.84 -2.74
O -2.68 4.59 -1.76
O -2.55 2.68 -2.74
H -5.79 5.78 -6.87
H -5.32 7.10 -4.90
H -3.98 6.30 -3.06
H -3.56 2.54 -5.12
H -4.93 3.45 -6.97
C 1.51 1.60 -0.83
C 2.24 1.03 0.22
C 1.65 0.24 1.16
C 0.30 -0.05 1.05
C -0.48 0.48 0.00
C 0.12 1.35 -0.96
N -0.32 -0.99 2.00
O -1.49 -0.79 2.22
O 0.34 -1.88 2.50
H 2.06 2.13 -1.58
H 3.30 1.16 0.36
H 2.23 -0.15 1.98
H -1.54 0.27 -0.06
H -0.42 1.73 -1.81
C -1.06 8.98 -3.11
C -0.36 8.84 -1.91
C 0.13 7.60 -1.58
C 0.17 6.56 -2.52
C -0.49 6.74 -3.74
C -1.11 7.93 -4.02
N 0.84 5.27 -2.16
O 1.56 5.21 -1.21
O 0.54 4.25 -2.80
H -1.47 9.96 -3.34
H -0.29 9.61 -1.14
H 0.58 7.48 -0.60
H -0.49 5.91 -4.42
H -1.60 8.06 -4.97
*
```

# C20H22N6O3S

One molecule with the formula C20H22N6O3S (the ωB97M-V functional and the def2-TZVPD basis, OMol25).

Results
ΔE to the lowest compared entry with this formula, charge and spin (kJ/mol): 0.0
Molecular weight (g mol⁻¹): 426.50
Frontier orbital gap (eV): 8.796
SMILES string: CCCn1c(N)c(C(=O)CSc2nc3ccccc3n2CCC#N)c(=O)n(C)c1=O

```
! RIJCOSX wB97M-V def2-TZVPD def2/J DEFGRID3
* xyz 0 1
C -3.22 -2.59 0.34
C -2.79 -2.34 -1.11
H -1.70 -2.28 -1.15
C -3.42 -1.06 -1.67
N -2.97 0.14 -0.97
C -1.75 0.68 -1.21
N -0.98 0.17 -2.17
H -1.17 -0.71 -2.60
H -0.06 0.62 -2.25
C -1.30 1.78 -0.45
C 0.07 2.22 -0.59
O 0.79 1.90 -1.54
C 0.63 3.10 0.51
H 0.17 2.91 1.47
H 0.52 4.15 0.25
S 2.41 2.77 0.64
C 2.28 1.05 0.78
N 1.15 0.41 0.88
C 1.49 -0.92 0.90
C 0.68 -2.05 0.98
C 1.30 -3.28 0.95
C 2.69 -3.40 0.85
C 3.51 -2.29 0.77
C 2.89 -1.05 0.80
N 3.38 0.24 0.75
C 4.73 0.66 0.53
H 4.90 1.60 1.07
H 5.40 -0.11 0.94
C 5.00 0.87 -0.97
C 6.38 1.24 -1.19
N 7.47 1.52 -1.36
H 4.79 -0.05 -1.52
H 4.35 1.66 -1.35
H 4.58 -2.39 0.70
H 3.13 -4.39 0.83
H 0.70 -4.18 1.01
H -0.39 -1.96 1.07
C -2.20 2.41 0.49
O -1.95 3.40 1.14
N -3.46 1.81 0.60
C -3.88 0.70 -0.07
O -4.98 0.22 0.09
C -4.42 2.40 1.51
H -3.97 3.29 1.93
H -5.33 2.64 0.97
H -4.67 1.69 2.30
H -4.50 -1.11 -1.52
H -3.22 -0.95 -2.74
H -3.11 -3.17 -1.73
H -4.30 -2.63 0.41
H -2.80 -3.52 0.70
H -2.87 -1.78 0.98
*
```

# C13H16F9N3

A 2-piece molecular cluster, C13H16F9N3 overall at a distorted geometry (the ωB97M-V functional and the def2-TZVPD basis, OMol25).

Results
Molecular weight (g mol⁻¹): 385.27
Frontier orbital gap (eV): 4.783

```
! RIJCOSX wB97M-V def2-TZVPD def2/J DEFGRID3
* xyz 0 1
N 0.80 2.35 0.69
C -0.29 2.98 0.78
C -1.56 2.48 0.16
C -1.79 1.05 0.68
C -2.90 0.35 0.02
F -3.22 0.73 -1.28
F -2.61 -1.00 -0.09
C -4.25 0.31 0.79
F -4.02 -0.13 2.05
F -5.11 -0.57 0.22
C -5.01 1.66 0.95
F -6.19 1.35 1.56
F -4.33 2.50 1.76
C -5.40 2.39 -0.36
F -4.40 3.13 -0.85
F -5.82 1.52 -1.29
F -6.42 3.24 -0.07
H 0.63 1.50 0.15
H -0.27 3.91 1.33
H -1.46 2.56 -0.93
H -2.35 3.17 0.44
H -0.93 0.45 0.37
C 5.42 -3.77 0.01
C 4.01 -3.65 0.56
N 3.29 -2.48 0.03
C 1.95 -2.23 0.24
C 1.67 -1.05 -0.34
N 2.84 -0.59 -0.90
C 3.80 -1.47 -0.67
C 3.02 0.67 -1.62
H 6.03 -2.90 0.27
H 5.90 -4.65 0.44
H 5.42 -3.88 -1.07
H 4.03 -3.56 1.64
H 3.43 -4.53 0.30
H 1.35 -2.93 0.79
H 0.76 -0.47 -0.42
H 4.82 -1.38 -0.99
H 3.34 0.47 -2.64
H 3.76 1.28 -1.11
H 2.07 1.20 -1.64
*
```

# C5H10F2

One molecule with the formula C5H10F2 (the ωB97M-V functional and the def2-TZVPD basis, OMol25).

Results
ΔE to the lowest compared entry with this formula, charge and spin (kJ/mol): 0.0
Molecular weight (g mol⁻¹): 108.13
Frontier orbital gap (eV): 12.243
SMILES string: CC(C)(C)C(F)F

```
! RIJCOSX wB97M-V def2-TZVPD def2/J DEFGRID3
* xyz 0 1
C 1.29 0.34 0.78
C 0.23 -1.26 -0.84
C -0.34 1.19 -0.94
C -1.13 -0.20 0.97
C 0.03 0.02 -0.02
F -2.28 -0.51 0.32
F -0.88 -1.24 1.80
H 1.15 1.25 1.37
H 2.13 0.50 0.11
H 1.53 -0.48 1.46
H -0.67 -1.50 -1.39
H 0.47 -2.09 -0.19
H 1.05 -1.12 -1.54
H -1.25 0.97 -1.48
H -0.49 2.10 -0.36
H 0.46 1.36 -1.65
H -1.33 0.69 1.59
*
```

# C5H9BO

A 2-piece molecular cluster, C5H9BO overall at a distorted geometry (the ωB97M-V functional and the def2-TZVPD basis, OMol25).

Results
ΔE to the lowest compared entry with this formula, charge and spin (kJ/mol): 523.1
Molecular weight (g mol⁻¹): 95.94
Frontier orbital gap (spin up / spin down) (eV): 8.833 / 6.635

```
! RIJCOSX wB97M-V def2-TZVPD def2/J DEFGRID3
* xyz 0 1
B -3.41 0.39 -0.08
C 0.56 -1.28 -0.71
C -0.14 -0.22 -0.76
C 1.94 -0.86 -0.17
C 0.45 1.05 -0.13
C 1.95 0.63 0.34
O -4.24 -0.57 0.14
H -2.77 1.17 0.58
H 0.42 -2.26 -1.03
H 2.28 -1.55 0.64
H 2.56 -0.97 -1.01
H 0.47 1.79 -0.96
H -0.11 1.32 0.68
H 1.93 0.85 1.44
H 2.74 1.33 -0.04
H -4.64 -0.81 1.07
*
```

# C4H8AgBrO2S

C4H8AgBrO2S as an isolated structure at a distorted geometry (the ωB97M-V functional and the def2-TZVPD basis, OMol25).

Results
ΔE to the lowest compared entry with this formula, charge and spin (kJ/mol): 193.5
Molecular weight (g mol⁻¹): 307.94
Frontier orbital gap (spin up / spin down) (eV): 5.800 / 3.506

```
! RIJCOSX wB97M-V def2-TZVPD def2/J DEFGRID3
* xyz 1 2
Ag 0.39 3.68 -5.01
Br 1.43 1.80 -3.12
C -0.05 -1.55 -0.13
C 1.13 -0.63 0.31
C 0.60 0.78 0.60
S -1.03 0.67 1.28
O -1.87 1.58 0.62
O -0.92 0.56 2.73
C -1.28 -1.09 0.67
H 0.16 -2.61 0.00
H -0.10 -1.36 -1.21
H 1.87 -0.62 -0.50
H 1.61 -1.00 1.21
H 0.62 1.25 -0.38
H 1.13 1.59 1.10
H -2.26 -1.33 0.25
H -1.41 -1.70 1.56
*
```